98
Properties=species:S:1:pos:R:3:forces:R:3:mulliken_charge:R:1 method="wB97M-V/def2-TZVPD" gap_ev=8.50 total_charge=-1 e_homo_ev=-7.28 lumo_energy_ev=1.23
O 3.5339 1.8395 1.4156 -1.5 -0.8 -0.5 -0.87
C 2.5559 1.2053 1.0533 1.1 1.2 1.0 0.82
O 2.4934 0.4384 0.0003 -0.4 -0.6 -0.8 -0.61
B 1.1497 -0.1729 -0.1139 -0.1 -0.2 0.4 1.48
O 0.4203 0.3355 1.0728 -0.2 0.0 -0.3 -0.57
C 1.1718 1.1831 1.7459 -1.0 2.6 2.3 0.58
O 0.8106 1.9197 2.6809 1.2 -2.5 -2.6 -0.62
O 1.1788 -1.6576 -0.0504 -0.4 -0.2 -1.3 0.69
C 0.4867 -2.2127 -1.0806 0.2 -2.5 0.4 0.32
O 0.3586 -3.4331 -1.2507 0.1 3.9 0.2 -0.66
C -0.0092 -1.0052 -1.9566 -1.3 -0.3 -2.5 -0.03
O 0.4519 0.1079 -1.4098 -0.1 -0.5 0.3 -0.82
O -0.6956 -1.0626 -2.9958 1.9 -0.2 3.3 -0.50
O 3.7969 4.4855 2.2438 0.1 0.7 0.4 -0.60
H 3.9195 4.6775 1.3141 0.0 0.0 -0.2 0.27
H 3.9211 3.5388 2.3118 -0.2 -0.4 -0.1 0.37
O 5.2607 -0.2628 1.7419 0.6 -0.6 -0.1 -0.65
H 4.8710 0.5953 1.9093 -0.2 0.3 0.0 0.37
H 4.6172 -0.8878 2.0758 -0.1 -0.1 0.0 0.22
O -0.2360 -0.3040 -5.6281 0.2 0.2 -0.3 -0.58
H -0.3400 -1.0661 -5.0584 -0.1 -0.1 0.4 0.28
H -0.3113 -0.6555 -6.5152 0.0 0.0 -0.3 0.27
C -3.8750 -4.4115 -2.2643 -1.4 -5.2 -0.7 0.80
O -4.8199 -5.1766 -2.4990 -0.4 1.5 0.4 -0.71
N -3.8052 -3.2024 -1.8557 -2.6 6.4 1.4 -0.26
N -2.6408 -4.8560 -2.2906 2.8 -1.3 -0.9 -0.33
H -2.9403 -2.6966 -1.7285 -0.3 -0.3 0.0 -0.01
H -4.6368 -2.6293 -1.8732 0.2 -0.1 0.0 0.09
H -2.4838 -5.8281 -2.0661 0.6 0.5 -0.5 0.20
H -2.0212 -4.0682 -2.4158 1.4 -1.5 0.4 0.14
C 0.0807 5.8402 3.5093 -6.2 -5.7 -0.5 0.69
O -1.1010 5.7194 3.1038 1.3 0.8 0.0 -0.73
N 0.7899 6.8539 3.4839 3.6 7.3 -0.4 -0.35
N 0.6736 4.8069 4.0886 0.8 -2.5 1.0 -0.38
H 0.2996 7.7176 3.3006 0.5 0.1 0.0 0.26
H 1.6531 6.8259 4.0076 -0.2 0.6 -0.4 0.18
H 0.3195 3.9215 3.7558 0.3 -0.2 0.3 0.19
H 1.6488 4.8801 4.3410 -0.1 -0.5 -0.3 0.19
C 0.3988 -4.2606 2.5754 -1.5 -0.6 0.9 0.52
O -0.6643 -4.6734 2.9312 -3.3 -1.0 1.2 -0.74
N 0.6489 -2.9844 2.4400 0.5 3.7 -0.4 -0.11
N 1.4049 -5.0273 2.3620 4.2 -2.9 -0.8 -0.25
H -0.1801 -2.4080 2.4656 0.4 0.1 -0.3 0.17
H 1.4259 -2.7363 1.8442 -0.3 0.4 0.1 -0.01
H 1.4682 -5.9613 2.7410 -0.5 0.3 -0.3 0.22
H 2.2637 -4.6031 2.0418 0.1 -0.4 0.0 0.32
C 4.1779 -3.7492 0.0856 1.7 -0.4 2.0 0.63
O 3.6685 -4.0517 1.1788 0.8 0.4 -1.0 -0.80
N 3.6567 -3.0782 -0.8679 -4.3 2.7 -2.8 -0.34
N 5.4622 -3.9481 -0.2488 2.2 -2.1 1.6 -0.54
H 4.0862 -2.9193 -1.7681 -0.1 0.0 0.5 0.22
H 2.8102 -2.5782 -0.6364 0.0 -0.2 -0.4 0.15
H 5.9191 -3.4647 -1.0088 -0.1 -0.1 0.6 0.16
H 5.9754 -4.2949 0.5490 0.6 0.0 -0.6 0.26
C -3.4963 1.1484 -1.9985 -3.7 5.3 -7.4 0.79
O -3.3832 1.9316 -2.9738 0.5 -0.8 0.4 -0.72
N -4.6530 0.6913 -1.6449 -3.6 -2.1 1.8 -0.32
N -2.5992 0.8379 -1.2196 7.7 -2.8 5.5 -0.02
H -5.5322 0.8244 -2.1239 0.5 0.1 0.2 0.25
H -4.5460 0.1754 -0.7832 -1.6 -0.2 -0.2 0.10
H -1.6355 0.8019 -1.5199 -0.1 0.5 0.0 -0.30
H -2.8011 0.1902 -0.4714 0.3 0.2 0.0 0.26
C 2.2261 -1.2335 5.9388 0.5 -0.7 0.1 -1.51
C 2.4845 -0.0538 5.0557 -2.2 1.2 1.9 1.34
C 2.7507 1.1977 5.8079 -1.5 1.7 1.3 -1.60
O 3.5787 -0.0294 4.2919 2.9 -1.6 -3.2 -0.49
H 1.5428 -0.8945 6.7174 0.2 -0.3 0.2 0.40
H 3.1786 -1.5930 6.3284 0.0 0.0 0.6 0.40
H 1.7709 -2.0839 5.4313 -0.1 0.1 -0.2 0.27
H 1.5343 0.1223 4.5515 -0.1 0.0 -0.9 -0.08
H 2.8239 2.0300 5.1079 0.2 -0.1 -0.2 0.23
H 3.6431 1.1986 6.4338 0.0 -0.3 0.0 0.34
H 1.8636 1.4386 6.3937 0.1 0.2 0.5 0.43
H 3.8667 -0.9026 4.0159 -0.1 -0.2 -0.1 0.29
C -0.1286 3.2240 -1.9377 0.3 -0.6 1.2 -0.43
C -1.1106 4.2052 -1.3331 2.0 -0.7 1.4 0.90
C -0.2810 5.2019 -0.6092 -0.6 0.8 1.8 -1.55
O -1.8484 4.8044 -2.2839 -1.3 1.1 -2.7 -0.66
H 0.5758 2.9763 -1.1436 -0.2 -0.7 0.3 -0.12
H 0.5853 3.6987 -2.6108 -0.7 0.0 -0.8 0.36
H -0.6590 2.3225 -2.2443 0.6 0.2 -0.8 -0.06
H -1.8606 3.7231 -0.7060 0.6 -0.5 0.9 0.10
H 0.2158 4.7345 0.2410 0.3 -0.2 -0.1 0.25
H -0.9503 5.8946 -0.0989 0.1 0.5 -0.2 0.42
H 0.4399 5.7219 -1.2401 -0.1 0.0 -0.1 0.34
H -2.0295 4.0190 -2.8054 -1.1 0.3 -1.0 0.37
C -3.2536 -1.3477 -4.9883 0.3 -0.2 0.9 -0.85
C -4.6803 -1.8460 -5.2070 2.0 0.1 -0.7 0.52
C -5.6122 -1.3090 -4.1962 -2.5 0.0 0.3 -1.09
O -5.1467 -1.5328 -6.5173 -0.2 0.0 -0.3 -0.63
H -2.8304 -1.7621 -4.0732 -0.3 -0.4 0.2 0.08
H -3.2046 -0.2881 -4.7376 0.0 0.3 -0.7 0.46
H -2.5094 -1.6531 -5.7239 -0.4 0.3 -0.4 0.22
H -4.6586 -2.9357 -5.1938 -0.2 -0.1 0.2 0.18
H -5.8148 -0.2380 -4.1978 1.1 0.3 0.0 0.18
H -5.5291 -1.6825 -3.1756 0.3 0.1 -0.3 0.20
H -6.5955 -1.6133 -4.5548 -0.3 -0.6 0.2 0.40
H -4.8001 -0.6800 -6.7897 0.1 0.1 0.1 0.37

***

65
Properties=species:S:1:pos:R:3:forces:R:3:mulliken_spin:R:1 method="wB97M-V/def2-TZVPD" gap_ev="7.76 / 7.03" spin_multiplicity=2 total_charge=+1 e_homo_ev="-10.52 / -10.55" lumo_energy_ev="-2.76 / -3.52"
Ru 0.7508 0.2483 0.8188 0.0 0.2 0.0 0.98
O 0.6459 0.4862 2.7615 0.0 -0.1 0.1 0.05
C 0.0773 -0.3191 3.6454 0.0 0.0 0.0 0.01
C -0.1956 0.2103 4.9193 0.0 0.0 0.0 0.01
C -0.7761 -0.5546 5.9004 0.0 0.0 0.0 -0.01
C -1.1103 -1.8902 5.6543 0.0 0.0 0.0 0.01
C -0.8358 -2.4297 4.4232 0.0 0.0 0.0 -0.01
C -0.2333 -1.6724 3.4024 0.0 0.0 0.0 0.00
C 0.0959 -2.3108 2.1414 0.0 0.0 0.0 0.00
N 0.4761 -1.7241 1.0044 0.0 -0.1 0.0 -0.02
C 0.7191 -2.7206 0.0740 0.0 0.0 0.0 -0.01
C 0.4710 -3.9177 0.6472 0.0 0.0 0.0 0.01
N 0.0829 -3.6465 1.9396 0.0 0.0 0.0 0.00
H 0.0618 1.2465 5.0942 0.0 0.0 0.0 0.00
H -0.9829 -0.1173 6.8683 0.0 0.0 0.0 0.00
H -1.5828 -2.4884 6.4201 0.0 0.0 0.0 0.00
H -1.1169 -3.4592 4.2360 0.0 0.0 0.0 0.00
H 1.0446 -2.4945 -0.9245 0.0 0.0 0.0 0.00
H 0.5336 -4.9196 0.2637 0.0 0.0 0.0 0.00
H -0.1200 -4.3303 2.6472 0.0 0.0 0.0 0.00
C -4.2953 -1.3698 -3.7191 0.0 0.0 0.0 0.00
C -3.7549 -0.0720 -3.1015 0.0 0.0 0.0 0.00
C -4.3227 1.1347 -3.8622 0.0 0.0 0.0 0.00
C -4.2279 0.0053 -1.6503 0.0 0.0 0.0 0.00
C -2.2317 -0.0631 -3.2094 0.0 0.0 0.0 0.00
C -1.6343 -0.1269 -4.4853 0.0 0.0 0.0 0.00
C -0.2695 -0.1225 -4.6691 0.0 0.0 0.0 0.00
C 0.5401 -0.0482 -3.5394 0.0 0.0 0.0 0.01
S 2.2772 -0.0302 -3.4196 0.0 0.0 0.0 0.00
C 2.1483 0.0803 -1.7111 0.0 0.0 0.0 0.01
N 0.9177 0.0987 -1.2549 -0.1 0.0 0.1 -0.02
C -0.0265 0.0220 -2.2693 0.0 0.0 -0.1 -0.01
C -1.4104 0.0105 -2.0996 0.0 0.0 0.0 0.00
C 3.2010 0.1058 -0.7188 0.0 0.0 0.0 0.02
C 4.5690 0.0605 -0.9840 0.0 0.0 -0.1 -0.01
C 5.4595 0.0331 0.0707 0.0 0.0 0.0 0.01
C 4.9821 0.0374 1.3803 0.0 0.0 0.0 0.00
C 3.6213 0.0939 1.6468 0.0 0.0 0.0 0.01
C 2.7092 0.1482 0.5956 0.1 -0.2 0.1 -0.05
H -5.3839 -1.3897 -3.6468 0.0 0.0 0.0 0.00
H -3.9024 -2.2435 -3.1958 0.0 0.0 0.0 0.00
H -4.0314 -1.4599 -4.7731 0.0 0.0 0.0 0.00
H -5.4116 1.1381 -3.7933 0.0 0.0 0.0 0.00
H -4.0572 1.1096 -4.9194 0.0 0.0 0.0 0.00
H -3.9509 2.0708 -3.4417 0.0 0.0 0.0 0.00
H -5.3178 -0.0056 -1.6250 0.0 0.0 0.0 0.00
H -3.8976 0.9259 -1.1644 0.0 0.0 0.0 0.00
H -3.8766 -0.8470 -1.0644 0.0 0.0 0.0 0.00
H -2.2683 -0.1814 -5.3601 0.0 0.0 0.0 0.00
H 0.1555 -0.1730 -5.6624 0.0 0.0 0.0 0.00
H -1.8190 0.0656 -1.0993 0.0 0.0 0.0 0.00
H 4.9299 0.0381 -2.0059 0.0 0.0 0.0 0.00
H 6.5234 -0.0059 -0.1178 0.0 0.0 0.0 0.00
H 5.6846 -0.0048 2.2030 0.0 0.0 0.0 0.00
H 3.2684 0.0992 2.6700 0.0 0.0 0.0 0.00
C 1.1334 4.6258 0.4271 0.0 0.0 0.0 0.00
C 1.4149 3.2862 1.0107 -0.1 -0.3 0.1 0.00
C 2.4447 3.1610 2.0829 -0.1 0.1 0.0 0.00
O 0.7772 2.3098 0.6115 0.1 0.3 -0.3 0.00
H 2.0648 5.1769 0.2945 0.0 0.0 0.0 0.00
H 0.5326 5.1917 1.1441 0.0 0.0 0.0 0.00
H 0.5933 4.5402 -0.5115 0.0 0.0 0.0 0.00
H 2.5235 4.0857 2.6536 0.0 0.0 0.0 0.00
H 3.4173 2.9690 1.6208 0.0 0.0 0.0 0.00
H 2.1953 2.3229 2.7256 0.0 0.0 0.1 0.00

***

89
Properties=species:S:1:pos:R:3:forces:R:3:mulliken_spin:R:1 method="wB97M-V/def2-TZVPD" gap_ev="5.11 / 5.18" spin_multiplicity=6 total_charge=+1 e_homo_ev="-10.72 / -10.72" lumo_energy_ev="-5.61 / -5.55"
Mn 1.3532 26.6283 -24.6028 2.3 -1.5 2.3 4.87
N 4.4797 27.2118 -23.5210 -1.8 1.5 -0.3 -0.03
O 4.7803 28.3706 -23.4226 0.8 1.3 0.1 0.02
O 3.4165 26.9048 -24.1226 -3.4 -0.2 -2.2 0.04
O 5.0495 26.2980 -23.0462 2.9 -2.7 1.7 0.02
C 4.0632 32.5104 -22.1322 0.3 -0.2 0.8 0.00
C 4.3064 32.4740 -23.5855 0.3 2.4 -1.7 0.00
O 4.3515 33.5200 -24.2581 -0.1 -1.3 0.7 0.00
N 4.4476 31.2710 -24.1376 0.5 -0.9 -0.1 0.00
C 4.5921 30.9769 -25.5420 -0.2 -1.0 -0.1 0.00
H 5.0051 32.4161 -21.5917 0.2 0.1 0.0 0.00
H 3.4786 31.6321 -21.8586 -0.4 0.3 0.3 0.00
H 3.6517 33.4868 -21.8762 -0.3 -0.4 0.1 0.00
H 4.4976 30.4184 -23.5984 -0.1 0.5 0.4 0.00
H 5.4947 30.4010 -25.7459 0.4 0.4 0.1 0.00
H 4.5216 31.8171 -26.2329 -0.2 0.0 0.5 0.00
H 3.8100 30.2275 -25.6637 -0.4 0.1 -1.0 0.00
C -0.7882 26.0896 -20.9221 -0.4 0.6 0.2 0.00
C 0.5375 26.6208 -21.3379 -0.7 -0.4 0.9 0.00
O 0.9306 26.5329 -22.5014 0.6 0.3 -2.7 0.03
N 1.2347 27.2017 -20.3996 1.5 0.8 0.7 0.01
C 2.5389 27.8740 -20.5479 0.2 0.1 -0.2 0.00
H -0.9083 25.0163 -21.0695 0.1 0.2 0.1 0.00
H -1.5103 26.6358 -21.5291 -0.2 -0.2 -0.1 0.00
H -0.9601 26.4077 -19.8938 -0.3 -0.5 0.0 0.00
H 0.8969 27.1603 -19.4486 -0.1 0.0 -0.2 0.00
H 2.7447 28.4123 -19.6227 0.0 -0.1 -0.1 0.00
H 2.5770 28.5813 -21.3764 -0.5 0.1 0.0 0.00
H 3.3754 27.2059 -20.7526 -0.2 -0.4 0.2 0.00
C 7.7796 21.4768 -26.3097 -0.2 -0.8 -0.8 0.00
C 7.3893 22.7966 -25.7391 0.6 0.5 1.1 0.00
O 7.1208 23.7811 -26.4083 -0.3 -0.1 -0.1 0.00
N 7.4828 22.8540 -24.3668 -0.4 -1.1 -0.3 0.00
C 7.2939 23.9998 -23.5313 0.8 0.8 -0.2 0.00
H 8.6410 21.0581 -25.7894 -0.1 0.0 0.0 0.00
H 7.9964 21.5306 -27.3766 0.2 0.5 0.1 0.00
H 6.9517 20.7680 -26.2939 -0.1 -0.1 0.5 0.00
H 7.5365 21.9902 -23.8461 0.3 -0.1 -0.5 0.00
H 8.2384 24.2491 -23.0477 0.2 0.0 0.1 0.00
H 6.5920 23.8036 -22.7208 -0.4 0.2 -0.3 0.00
H 7.0813 24.8551 -24.1726 -0.6 0.0 0.3 0.00
C 3.8968 23.2855 -24.7282 -0.4 0.4 0.3 0.00
C 2.5544 23.6394 -24.0815 0.8 -0.4 -0.8 0.00
O 1.8266 24.5301 -24.5466 -1.2 1.5 -0.4 0.04
N 2.1986 22.8872 -23.0516 -0.5 0.2 -0.3 0.01
C 0.9013 22.9136 -22.3435 0.7 -0.5 0.5 0.00
H 4.6050 23.1647 -23.9085 0.2 -0.2 -0.2 0.00
H 4.2803 24.0372 -25.4180 -0.3 0.3 0.3 0.00
H 3.8087 22.3878 -25.3401 -0.1 -0.3 0.3 0.00
H 2.8723 22.1623 -22.8498 -0.4 -0.1 0.3 0.00
H 0.5455 21.8870 -22.2560 -0.2 0.1 -0.4 0.00
H 0.1618 23.5716 -22.7998 0.4 -0.2 -0.3 0.00
H 1.0561 23.2098 -21.3060 0.1 0.3 -0.1 0.00
C 3.6278 24.1229 -20.5441 -0.1 0.3 -0.4 0.00
C 4.7290 24.7529 -19.6814 -1.4 -1.6 0.3 0.00
O 4.6394 24.6447 -18.4576 0.6 0.6 -1.0 0.00
N 5.7652 25.2444 -20.3855 -0.4 0.1 0.3 0.00
C 6.9504 25.5962 -19.6497 -0.2 -0.7 0.5 0.00
H 3.1410 24.8757 -21.1641 -0.1 0.2 0.0 0.00
H 2.8743 23.6048 -19.9509 0.2 0.3 0.3 0.00
H 4.0101 23.3962 -21.2609 0.4 0.0 0.1 0.00
H 5.6833 25.4142 -21.3777 -0.1 0.0 0.2 0.00
H 7.8120 25.3234 -20.2591 0.2 0.7 0.2 0.00
H 6.9103 24.9167 -18.7984 0.4 0.1 0.2 0.00
H 6.8708 26.5962 -19.2234 0.6 0.1 -0.4 0.00
C 5.8901 27.0632 -26.6003 1.3 -0.3 -0.6 0.00
C 7.3837 27.4129 -26.3911 -1.5 1.0 -0.5 0.00
O 7.7802 28.5494 -26.5775 0.1 0.2 0.3 0.00
N 8.1885 26.4076 -26.0920 1.9 -1.9 0.7 0.00
C 9.6339 26.5364 -26.0035 0.4 1.2 -0.6 0.00
H 5.8126 27.1118 -27.6864 -0.3 0.1 -0.1 0.00
H 5.2129 27.8105 -26.1866 0.2 -0.2 0.2 0.00
H 5.7207 26.0165 -26.3476 -0.4 0.1 0.4 0.00
H 7.9408 25.4286 -26.1058 -1.0 0.3 -0.2 0.00
H 10.0366 27.0850 -26.8549 -0.2 0.1 -0.2 0.00
H 10.1554 25.5801 -26.0438 -0.4 -0.1 0.4 0.00
H 9.9356 27.1503 -25.1548 0.0 -0.3 0.2 0.00
C 6.0862 29.1866 -20.3789 0.0 -0.8 0.3 0.00
C 7.5044 28.9605 -20.8684 -1.1 -1.2 -0.8 0.00
O 8.4108 29.4879 -20.3355 2.8 2.2 1.9 0.00
N 7.7448 28.0464 -21.8296 -1.9 -0.9 -1.3 0.00
C 9.0321 27.7066 -22.3914 0.4 0.0 0.5 0.00
H 5.5314 28.2490 -20.4141 -0.4 0.0 -0.6 0.00
H 5.5758 30.0138 -20.8722 0.0 -0.1 0.0 0.00
H 6.1776 29.3493 -19.3050 0.1 0.6 -0.1 0.00
H 6.9172 27.7168 -22.3056 0.2 -0.1 -0.2 0.00
H 8.9392 27.0945 -23.2885 -0.4 0.2 0.0 0.00
H 9.5954 27.1008 -21.6816 0.2 0.1 0.2 0.00
H 9.6263 28.5917 -22.6183 -0.1 0.0 0.0 0.00

***

17
Properties=species:S:1:pos:R:3:forces:R:3:mulliken_charge:R:1 method="wB97M-V/def2-TZVPD" gap_ev=10.37 total_charge=0 e_homo_ev=-9.54 lumo_energy_ev=0.83 smiles="C[C@H](N)C(N)=O.O"
N 1.2569 1.0512 -1.3285 -0.4 -0.1 -0.3 -0.66
C 0.5169 0.0730 -0.5179 0.4 0.7 0.1 0.56
C 1.3807 -0.6268 0.5168 -0.1 -0.5 -0.3 -1.29
C -0.6780 0.7704 0.1306 -1.2 -0.8 -0.4 0.21
N -1.3382 1.6726 -0.6632 0.9 -0.2 0.3 -0.40
O -1.1504 0.3760 1.1828 0.3 0.5 0.3 -0.71
H 1.8697 1.6181 -0.7578 0.1 -0.1 0.0 0.21
H 1.7927 0.6156 -2.0650 0.1 0.0 0.1 0.24
H 0.0643 -0.6454 -1.2078 0.1 -0.1 0.1 0.27
H 1.8804 0.0844 1.1654 0.3 0.2 -0.1 0.33
H 0.8118 -1.2609 1.1762 -0.4 -0.3 0.1 0.32
H 2.0870 -1.2686 -0.0138 0.2 0.2 0.2 0.35
H -1.8277 2.3914 -0.1558 -0.3 0.0 -0.3 0.27
H -0.8092 1.9071 -1.4905 0.0 0.5 0.1 0.27
H -1.8992 -1.4779 1.2435 0.5 -0.1 0.0 0.34
H -2.3491 -2.8758 1.5935 0.2 -0.1 -0.1 0.29
O -1.6086 -2.4046 1.1915 -0.6 0.1 0.1 -0.61

***

Strongest force on any atom values, unit hartree/bohr, following the record order: 0.1917, 0.0085, 0.0826, 0.0292.
Energy relative to the best compared isomer or geometry (same formula, charge and spin) values, unit kJ/mol, following the record order: 520.3, 0.0, 280.1, 39.2.